2 unconnected molecules or ions with the total composition C5H13NO at a distorted geometry. Source: the Open Molecules 2025 dataset; level of theory: ωB97M-V/def2-TZVPD.

CARTESIAN COORDINATES (ANGSTROEM)
1 C 0.455 2.665 -0.623
2 C 0.375 1.355 0.211
3 N -0.628 -1.289 1.424
4 C -0.739 -0.956 0.056
5 C -0.170 0.123 -0.469
6 C -1.583 -1.879 -0.784
7 H 0.715 2.304 -1.659
8 H 1.351 3.216 -0.285
9 H -0.499 3.175 -0.609
10 H 1.382 1.073 0.581
11 H -0.209 1.604 1.108
12 H -1.428 -1.719 1.874
13 H -0.356 -0.464 1.949
14 H -0.031 0.145 -1.551
15 H -2.521 -2.085 -0.274
16 H -1.007 -2.761 -1.105
17 H -1.687 -1.335 -1.769
18 H 2.453 -0.552 0.020
19 H 1.652 -1.431 1.176
20 O 2.475 -1.188 0.731

Results
- Total charge: 0
- Relative energy (zero: lowest compared OMol25 entry of this formula, charge and spin): 1.475 eV
- F_max: 0.0537 hartree/bohr
- HOMO energy: -0.3022 Ha
- Gap between HOMO and LUMO: 9.1 eV

Löwdin population analysis, charges in e, atoms 1 to 4:
1. C -0.10
2. C -0.27
3. N 0.09
4. C -0.43